C5H9NO | ωB97M-V with the def2-TZVPD basis set

Geometry as XYZ:
```
16
Properties=species:S:1:pos:R:3:lowdin_charge:R:1
O 0.204 0.169 -2.854 0.0559
N 1.329 0.203 1.296 0.0648
C 0.147 0.842 0.731 -0.3555
C -1.133 0.332 1.349 -0.0638
C 0.266 -1.234 -0.842 -0.0873
C 0.956 -0.066 -0.120 -0.2874
C -0.355 -0.306 -1.896 -0.2755
H 0.168 1.902 0.485 0.1414
H -1.363 0.053 -1.596 0.1221
H 0.949 -2.004 -1.224 0.1181
H 1.660 0.355 -0.834 0.1353
H -0.973 -0.678 1.742 0.0835
H -0.562 -1.728 -0.322 0.1050
H -1.433 0.965 2.189 0.0775
H 2.091 0.885 1.273 0.0984
H -1.951 0.309 0.622 0.0676
```

As for the total charge: 0. The HOMO energy is -9.67 eV. For the energy above the lowest of the compared OMol25 structures with the same formula, charge and spin, the calculation gives 2.6398 eV. For the LUMO energy, the calculation gives 0.91 eV. As for the SMILES: C[C@H]1N[C@H]1CC=O.

***

C5H9NO | ωB97M-V with the def2-TZVPD basis set

Geometry as XYZ:
```
16
Properties=species:S:1:pos:R:3:lowdin_charge:R:1
O 1.656 0.678 0.200 -0.1082
N 1.192 0.620 -1.034 0.0066
C -0.019 0.372 -1.196 -0.2950
C 0.392 0.338 1.227 -0.2636
C -0.772 0.237 -2.460 -0.0504
C -0.758 0.167 0.313 -0.0616
C 0.811 -0.868 2.040 -0.0603
H -1.187 -0.834 0.306 0.1048
H 0.353 1.247 1.831 0.1320
H 0.820 -1.764 1.418 0.0847
H -1.529 0.931 0.383 0.1038
H 1.818 -0.717 2.430 0.0801
H 0.127 -1.020 2.877 0.0833
H -1.251 -0.746 -2.511 0.0803
H -1.556 1.001 -2.514 0.0814
H -0.097 0.356 -3.310 0.0822
```

As for the total charge: 0. The HOMO energy is -9.01 eV. For the energy above the lowest of the compared OMol25 structures with the same formula, charge and spin, the calculation gives 2.7965 eV. For the LUMO energy, the calculation gives 0.98 eV. As for the SMILES: CC1=NO[C@H](C)C1.

***

C5H9NO | ωB97M-V with the def2-TZVPD basis set

Geometry as XYZ:
```
16
Properties=species:S:1:pos:R:3:lowdin_charge:R:1
O -1.929 0.264 -1.700 0.0543
N 1.542 -0.147 0.603 0.1007
C -0.621 -0.976 1.773 0.0514
C 0.465 0.323 -0.310 -0.2675
C 0.394 -0.351 -1.655 -0.1191
C 0.203 -0.418 0.905 -0.3725
C -1.006 -0.320 -2.218 -0.2523
H -1.686 -0.989 1.569 0.0610
H 0.216 1.384 -0.297 0.1378
H 1.953 0.593 1.168 0.0975
H -1.152 -0.878 -3.167 0.1202
H 0.714 -1.397 -1.564 0.1299
H -0.133 1.789 2.309 0.0274
H -0.259 -1.431 2.690 0.0584
H 1.072 0.113 -2.387 0.1252
H 0.228 2.441 2.280 0.0475
```

As for the total charge: 0. The HOMO energy is -9.19 eV. For the energy above the lowest of the compared OMol25 structures with the same formula, charge and spin, the calculation gives 3.8838 eV. For the LUMO energy, the calculation gives 1.08 eV. As for the SMILES: C=C1N[C@H]1CC=O.[H][H].

***

C5H9NO | ωB97M-V with the def2-TZVPD basis set

Geometry as XYZ:
```
16
Properties=species:S:1:pos:R:3:lowdin_charge:R:1
O -0.417 -1.454 0.628 -0.0327
N 0.474 -0.543 2.544 0.1615
C -0.162 -1.389 -0.780 -0.1659
C -0.411 1.038 -0.662 -0.2395
C -0.554 -0.073 -1.385 -0.1450
C 0.003 -0.397 1.381 -0.4513
C -0.263 0.982 0.828 -0.1164
H 1.180 0.852 -1.236 0.0744
H -1.275 1.262 1.143 0.1352
H -0.821 -0.020 -2.436 0.1139
H 1.595 1.381 -0.843 0.1005
H 0.525 -1.540 2.766 0.0652
H 0.914 -1.618 -0.913 0.1336
H -0.491 2.033 -1.101 0.1209
H 0.426 1.695 1.298 0.1237
H -0.722 -2.208 -1.232 0.1219
```

As for the total charge: 0. The HOMO energy is -9.08 eV. For the energy above the lowest of the compared OMol25 structures with the same formula, charge and spin, the calculation gives 3.7497 eV. For the LUMO energy, the calculation gives 0.99 eV.

***

C5H9NO | ωB97M-V with the def2-TZVPD basis set

Geometry as XYZ:
```
16
Properties=species:S:1:pos:R:3:lowdin_charge:R:1
O -1.439 -0.041 -1.719 -0.0947
N -2.122 1.436 0.431 0.1879
C 1.182 0.823 0.809 -0.0388
C -0.074 0.043 -1.377 -0.2065
C 0.047 0.000 0.185 -0.5006
C -1.207 0.723 0.481 -0.1799
C 0.064 -1.450 0.686 -0.0346
H 1.044 -1.901 0.482 0.0916
H 0.403 0.953 -1.774 0.1281
H 0.435 -0.827 -1.812 0.1318
H 1.088 0.825 1.902 0.0931
H 1.142 1.862 0.470 0.0898
H 2.160 0.405 0.553 0.0896
H -1.922 0.698 -1.242 0.0610
H -0.689 -2.044 0.162 0.0928
H -0.114 -1.505 1.764 0.0895
```

As for the total charge: 0. The HOMO energy is -10.43 eV. For the energy above the lowest of the compared OMol25 structures with the same formula, charge and spin, the calculation gives 1.5665 eV. For the LUMO energy, the calculation gives 0.72 eV. As for the SMILES: CC(C)(C#N)CO.

***

C5H9NO | ωB97M-V with the def2-TZVPD basis set

Geometry as XYZ:
```
16
Properties=species:S:1:pos:R:3:lowdin_charge:R:1
O -2.411 0.128 2.243 -0.1440
N -2.729 -0.206 -0.219 0.0276
C 2.760 -0.383 0.182 0.0752
C 1.894 1.528 -1.242 0.0933
C -3.132 -0.270 1.222 -0.5237
C 2.581 0.358 -0.957 -0.2704
C -1.519 -0.702 -0.117 -0.0462
H 2.235 -0.127 1.114 0.0760
H -0.676 -0.150 0.280 0.0600
H -1.421 -1.615 -0.695 0.0753
H -4.158 0.200 1.351 0.1333
H 2.193 1.925 -2.188 0.0551
H 3.187 -1.382 -0.014 0.0746
H 3.066 -0.088 -1.844 0.1017
H 1.504 2.162 -0.466 0.0683
H -3.373 -1.379 1.351 0.1438
```

As for the total charge: 0. The HOMO energy is -6.60 eV. For the energy above the lowest of the compared OMol25 structures with the same formula, charge and spin, the calculation gives 11.0119 eV. For the LUMO energy, the calculation gives -3.92 eV.

***

C5H9NO | ωB97M-V with the def2-TZVPD basis set

Geometry as XYZ:
```
16
Properties=species:S:1:pos:R:3:lowdin_charge:R:1
O -1.136 -1.874 -1.538 -0.0694
N -1.071 1.938 -1.174 0.1551
C -0.025 -0.757 0.344 -0.1267
C -1.353 -1.004 -0.430 -0.2638
C -0.140 1.427 -0.705 -0.1948
C 0.817 0.486 -0.067 -0.3313
C 1.543 1.137 1.138 -0.0704
H -1.792 -1.637 -2.207 0.0888
H -1.734 -0.055 -0.772 0.0621
H 2.151 0.371 1.632 0.0811
H 0.812 1.526 1.856 0.0843
H -0.300 -0.679 1.406 0.1157
H 0.582 -1.665 0.241 0.1221
H -2.147 -1.421 0.219 0.1199
H 2.214 1.971 0.877 0.0831
H 1.579 0.235 -0.819 0.1439
```

As for the total charge: 0. The HOMO energy is -10.37 eV. For the energy above the lowest of the compared OMol25 structures with the same formula, charge and spin, the calculation gives 1.4901 eV. For the LUMO energy, the calculation gives 0.93 eV. As for the SMILES: C[C@H](C#N)CCO.

***

C5H9NO | ωB97M-V with the def2-TZVPD basis set

Geometry as XYZ:
```
16
Properties=species:S:1:pos:R:3:lowdin_charge:R:1
O -0.591 -0.124 -2.341 0.0473
N 1.738 1.328 -0.559 0.0555
C -0.948 -0.670 1.235 -0.1763
C 0.363 0.088 1.106 -0.1447
C 0.766 0.252 -0.398 -0.4071
C -1.367 -1.702 0.488 0.0217
C -0.405 0.500 -1.316 -0.2648
H 1.846 1.428 -1.570 0.0824
H 0.089 1.110 1.426 0.1114
H -0.848 -1.934 -0.429 0.0540
H -0.785 1.518 -1.315 0.1237
H -1.450 -0.498 2.172 0.0853
H 1.124 -0.745 -0.764 0.1549
H 1.259 2.204 -0.338 0.0766
H 1.226 -0.357 1.607 0.1222
H -2.015 -2.397 0.995 0.0580
```

As for the total charge: 0. The HOMO energy is -9.61 eV. For the energy above the lowest of the compared OMol25 structures with the same formula, charge and spin, the calculation gives 2.5832 eV. For the LUMO energy, the calculation gives 0.88 eV. As for the SMILES: C=CC[C@H](N)C=O.

***

C5H9NO | ωB97M-V with the def2-TZVPD basis set

Geometry as XYZ:
```
16
Properties=species:S:1:pos:R:3:lowdin_charge:R:1
O -1.947 -1.123 1.017 0.0404
N 0.916 0.285 -0.539 -0.1357
C -1.570 1.239 1.278 0.0138
C -0.155 -0.576 -0.067 -0.2569
C 1.324 0.039 -1.916 -0.1081
C -1.210 -0.110 0.782 -0.3729
C 1.257 -0.740 0.416 -0.1163
H 0.693 0.637 -2.579 0.0782
H 1.216 -1.019 -2.198 0.0802
H -1.190 -1.663 0.210 0.2096
H 1.771 -1.635 0.061 0.1028
H -2.462 1.586 0.747 0.0988
H -1.829 1.182 2.339 0.0971
H 1.576 -0.391 1.396 0.1049
H -0.755 1.944 1.111 0.0849
H 2.367 0.344 -2.059 0.0791
```

As for the total charge: 0. The HOMO energy is -8.42 eV. For the energy above the lowest of the compared OMol25 structures with the same formula, charge and spin, the calculation gives 4.9426 eV. For the LUMO energy, the calculation gives 0.63 eV.

***

C5H9NO | ωB97M-V with the def2-TZVPD basis set

Geometry as XYZ:
```
16
Properties=species:S:1:pos:R:3:lowdin_charge:R:1
O 0.148 -0.748 2.370 0.1205
N 0.553 -0.742 -0.828 -0.0349
C 1.364 -1.293 0.231 -0.1124
C -1.788 0.160 -0.052 -0.0082
C 0.441 1.516 -0.323 -0.0314
C -0.241 0.165 -0.001 -0.4551
C 0.394 -0.610 1.204 -0.3048
H -2.253 0.023 0.936 0.0824
H 1.454 1.525 0.104 0.0836
H 1.414 -2.381 0.260 0.1142
H 2.386 -0.878 0.311 0.1165
H -0.114 2.394 -0.004 0.0709
H -2.164 1.111 -0.437 0.0694
H -2.193 -0.633 -0.690 0.0773
H 0.603 1.561 -1.412 0.0876
H 0.287 -1.142 -1.713 0.1244
```

As for the total charge: 0. The HOMO energy is -8.68 eV. For the energy above the lowest of the compared OMol25 structures with the same formula, charge and spin, the calculation gives 2.2585 eV. For the LUMO energy, the calculation gives 0.98 eV. As for the SMILES: CC1(C)NCC1=O.

***

C5H9NO | ωB97M-V with the def2-TZVPD basis set

Geometry as XYZ:
```
16
Properties=species:S:1:pos:R:3:lowdin_charge:R:1
O 0.451 6.005 1.520 -0.0669
N -0.258 -2.356 -0.778 0.0357
C -0.097 -1.376 0.170 -0.3384
C 0.260 -0.217 -0.467 -0.0705
C -0.649 -1.515 1.579 -0.0301
C 0.378 -0.519 -1.857 -0.1101
C 0.084 -1.831 -2.023 -0.1350
H 0.152 -2.537 -2.821 0.0980
H -1.117 -0.569 1.794 0.0645
H 0.541 5.057 1.654 0.0285
H -1.443 -2.249 1.559 0.0708
H -0.054 -3.337 -0.604 0.1531
H 0.141 -1.661 2.315 0.0725
H 0.663 0.180 -2.625 0.0890
H 0.735 6.158 0.604 0.0383
H 0.213 0.770 -0.020 0.1006
```

As for the total charge: 0. The HOMO energy is -8.17 eV. For the energy above the lowest of the compared OMol25 structures with the same formula, charge and spin, the calculation gives 1.1815 eV. For the LUMO energy, the calculation gives 0.70 eV. As for the SMILES: Cc1ccc[nH]1.O.

***

C5H9NO | ωB97M-V with the def2-TZVPD basis set

Geometry as XYZ:
```
16
Properties=species:S:1:pos:R:3:lowdin_charge:R:1
O 2.286 -1.458 0.093 0.0364
N 1.754 0.931 0.029 0.1090
C -1.579 -0.411 -0.696 -0.2557
C -0.924 0.798 -0.471 -0.3290
C 2.024 -0.243 -0.158 -0.2887
C 0.181 1.210 0.482 -0.1031
C -2.576 -0.802 0.517 -0.0887
H -2.730 -1.837 0.490 0.0309
H -1.934 -0.483 1.515 0.1048
H 0.013 0.977 1.651 0.1517
H -0.547 1.216 -1.389 0.1221
H -2.233 -0.446 -1.433 0.0472
H -0.065 2.312 0.367 0.1121
H -3.337 -0.035 0.802 0.0713
H -1.608 1.574 -0.333 0.0988
H -0.880 -1.448 -0.663 0.1808
```

As for the total charge: 0. The HOMO energy is -10.42 eV. For the energy above the lowest of the compared OMol25 structures with the same formula, charge and spin, the calculation gives 4.5085 eV. For the LUMO energy, the calculation gives 0.68 eV. As for the SMILES: CCCCN=C=O.

***

C5H9NO | ωB97M-V with the def2-TZVPD basis set

Geometry as XYZ:
```
16
Properties=species:S:1:pos:R:3:lowdin_charge:R:1
O 0.860 1.324 0.973 -0.0176
N 0.432 0.375 -0.993 0.0608
C -1.461 -1.409 1.032 -0.0687
C 0.431 0.286 0.282 -0.4162
C -0.106 -1.150 0.393 -0.2319
C 1.230 2.397 -0.210 0.0228
C -0.086 -0.970 -1.148 -0.1713
H -2.209 -0.696 0.667 0.0838
H 0.297 2.863 -0.552 0.0837
H -1.811 -2.418 0.782 0.0800
H 0.615 -1.593 -1.710 0.1074
H -1.064 -0.946 -1.635 0.1105
H 0.641 -1.870 0.744 0.1366
H -1.411 -1.330 2.121 0.0755
H 1.837 2.985 0.440 0.0597
H 1.791 2.121 -1.133 0.0851
```

As for the total charge: 0. The HOMO energy is -9.37 eV. For the energy above the lowest of the compared OMol25 structures with the same formula, charge and spin, the calculation gives 3.2551 eV. For the LUMO energy, the calculation gives 1.10 eV.

***

C5H9NO | ωB97M-V with the def2-TZVPD basis set

Geometry as XYZ:
```
16
Properties=species:S:1:pos:R:3:lowdin_charge:R:1
O -2.408 -0.186 -2.078 -0.0073
N -1.290 -0.192 -1.605 -0.1349
C -0.895 0.094 -0.369 -0.2849
C 0.207 -0.703 1.242 -0.1071
C -1.317 -0.551 0.942 -0.0780
C 0.487 0.093 -0.036 -0.3022
C 1.489 1.213 -0.105 -0.0672
H -1.825 0.119 1.641 0.1067
H 0.858 -0.515 -1.423 0.1139
H -1.896 -1.473 0.830 0.1120
H 0.557 -0.230 2.167 0.1112
H 0.240 -0.437 -2.085 0.1695
H 1.459 1.712 -1.077 0.0806
H 0.562 -1.737 1.212 0.1154
H 2.503 0.837 0.070 0.0842
H 1.269 1.955 0.673 0.0881
```

As for the total charge: 0. The HOMO energy is -8.51 eV. For the energy above the lowest of the compared OMol25 structures with the same formula, charge and spin, the calculation gives 7.1068 eV. For the LUMO energy, the calculation gives -0.29 eV.